Entry from OMol25: a structure of composition C3H4MgO4Zn at a distorted geometry (ωB97M-V/def2-TZVPD).

```
! wB97M-V def2-TZVPD RIJCOSX def2/J DEFGRID3
* xyz 1 2
O 1.8753 0.7935 -0.7607
C 1.0902 -0.2731 -1.0475
O 1.2439 -1.3399 -0.1368
C 1.0262 -0.9702 1.2558
Mg 1.9464 0.9347 1.1487
H 1.2698 -0.6970 -2.0508
H 1.4918 -1.7715 1.8483
H -0.0646 -1.0045 1.4477
H -0.2677 0.1530 -0.8653
O -2.3324 0.1601 0.4790
C -1.6144 0.7295 -0.3782
O -1.9745 1.8002 -0.9247
Zn -3.6900 1.4852 -0.0156
*
```

Summary:
energy relative to the best compared isomer or geometry (same formula, charge and spin)	22.82	kcal/mol
largest force on an atom	5.22	eV Å⁻¹
HOMO-LUMO gap (alpha / beta)	5.671 / 6.717	eV
HOMO (alpha / beta)	-11.636 / -12.879	eV
electronic energy	-65217.129	eV